1.
Entry from the OMol25 dataset: a cluster of 4 separate species, C2H13NO4 in total (ωB97M-V/def2-TZVPD).

Its HOMO-LUMO gap is 0.339 Ha. Its structure (SMILES) is CNCO.O.O.O. The calculation puts the HOMO energy at -8.6 eV. For the maximum force, the calculation gives 0.0340 Eh/bohr. The energy above the lowest of the compared OMol25 structures with the same formula, charge and spin comes out at 35.1 kcal/mol.

The geometry in ORCA input format:
```
! wB97M-V def2-TZVPD RIJCOSX def2/J DEFGRID3
* xyz 0 1
C 0.811 -0.124 -2.689
N 0.270 0.106 -1.361
C 0.707 -0.552 -0.167
O 2.109 -0.459 -0.062
H 0.047 -0.028 -3.474
H 1.476 0.700 -2.985
H 1.217 -1.135 -2.739
H -0.683 0.421 -1.209
H 0.440 -1.622 -0.184
H 0.234 -0.027 0.652
H 2.273 0.443 -0.371
H -2.829 3.341 -1.629
H -1.476 3.689 -1.148
O -1.988 2.917 -1.417
H -3.277 -2.696 4.181
H -4.671 -2.287 4.385
O -3.919 -2.044 3.816
H 3.175 -0.593 1.421
H 2.747 0.332 2.614
O 3.337 -0.383 2.366
*
```

2.
Entry from the OMol25 dataset: a structure of composition C41H45I2N3O7PSSc (ωB97M-V/def2-TZVPD).

Its HOMO-LUMO gap is 0.299 Ha. The calculation puts the HOMO energy at -7.9 eV. For the maximum force, the calculation gives 0.0292 Eh/bohr.

The geometry in ORCA input format:
```
! wB97M-V def2-TZVPD RIJCOSX def2/J DEFGRID3
* xyz 0 1
Sc 0.463 -0.455 -0.193
I -3.708 1.598 -6.522
C -2.837 0.935 -4.740
C -3.588 0.211 -3.829
C -2.977 -0.233 -2.671
I -4.147 -1.133 -1.188
C -1.615 -0.030 -2.401
O -1.052 -0.557 -1.337
C -0.913 0.800 -3.294
C 0.484 1.247 -2.952
N 0.549 1.710 -1.547
C -0.331 2.839 -1.257
C -1.200 2.632 -0.033
C -2.010 3.671 0.419
C -2.903 3.430 1.444
C -2.975 2.151 1.982
C -2.111 1.192 1.495
N -1.220 1.428 0.527
C -1.521 1.257 -4.453
H -4.635 0.009 -4.005
H 0.780 2.038 -3.651
H 1.196 0.426 -3.055
H 1.500 1.966 -1.318
H -1.016 2.982 -2.097
H 0.232 3.770 -1.150
H -1.946 4.646 -0.047
H -3.548 4.219 1.808
H -3.683 1.904 2.760
H -2.128 0.182 1.887
H -0.957 1.883 -5.134
C 8.588 0.735 0.477
C 7.122 0.544 0.200
C 6.564 -0.721 0.120
C 5.207 -0.915 -0.123
C 4.655 -2.313 -0.155
C 4.390 0.206 -0.274
C 4.929 1.499 -0.202
C 4.087 2.733 -0.415
C 6.288 1.645 0.021
C 2.913 0.044 -0.402
O 2.356 -0.656 -1.295
O 2.169 0.635 0.443
H 9.117 -0.217 0.470
H 8.737 1.200 1.453
H 9.045 1.386 -0.269
H 7.198 -1.590 0.253
H 5.466 -3.039 -0.180
H 4.023 -2.459 -1.029
H 4.051 -2.517 0.733
H 3.557 2.682 -1.371
H 4.717 3.621 -0.439
H 3.346 2.853 0.375
H 6.712 2.643 0.055
C -0.375 -0.412 4.155
P 0.672 -0.003 2.692
C 1.007 1.755 3.100
C 2.242 -0.816 3.152
C 2.240 -2.175 3.456
C 3.424 -2.835 3.744
C 4.628 -2.148 3.718
C 4.645 -0.798 3.397
C 3.459 -0.136 3.114
H -0.721 -1.444 4.110
H -1.247 0.243 4.164
H 0.191 -0.266 5.075
H 1.467 1.835 4.085
H 0.060 2.297 3.100
H 1.660 2.199 2.351
H 1.315 -2.736 3.425
H 3.406 -3.896 3.955
H 5.554 -2.666 3.934
H 5.582 -0.258 3.351
H 3.490 0.911 2.843
C -5.673 -6.833 -1.896
C -4.379 -6.246 -2.387
C -3.924 -5.022 -1.914
C -2.741 -4.467 -2.384
C -2.006 -5.161 -3.329
C -2.440 -6.386 -3.821
C -3.624 -6.918 -3.350
S -0.469 -4.519 -3.900
O -0.214 -4.985 -5.232
O -0.434 -3.109 -3.625
N 0.569 -5.367 -2.943
C 0.700 -5.013 -1.530
C 1.517 -3.741 -1.282
C 1.435 -3.343 0.185
O 1.977 -4.035 1.022
O 0.731 -2.273 0.474
H -6.063 -6.274 -1.047
H -5.542 -7.873 -1.594
H -6.425 -6.814 -2.688
H -4.504 -4.487 -1.174
H -2.392 -3.504 -2.033
H -1.849 -6.898 -4.568
H -3.973 -7.870 -3.731
H 1.458 -5.471 -3.418
H 1.192 -5.852 -1.038
H -0.302 -4.938 -1.104
H 1.186 -2.936 -1.937
H 2.563 -3.971 -1.492
*
```

3.
Entry from the OMol25 dataset: a cluster of 2 separate species, C2H2N2O2 in total (ωB97M-V/def2-TZVPD).

Its HOMO-LUMO gap is 0.420 Ha. Its structure (SMILES) is N#CO.N#CO. The calculation puts the HOMO energy at -11.6 eV. For the maximum force, the calculation gives 0.0859 Eh/bohr. The energy above the lowest of the compared OMol25 structures with the same formula, charge and spin comes out at 72.0 kcal/mol.

The geometry in ORCA input format:
```
! wB97M-V def2-TZVPD RIJCOSX def2/J DEFGRID3
* xyz 0 1
C 1.008 0.331 0.130
O -1.647 0.745 0.274
O 1.846 -0.619 -0.053
N 0.683 1.469 0.140
C -1.004 -0.408 0.014
N -0.875 -1.556 -0.097
H -1.370 1.500 -0.282
H 1.358 -1.463 -0.126
*
```

4.
Entry from the OMol25 dataset: a structure of composition C40H80O10 (ωB97M-V/def2-TZVPD).

Its HOMO-LUMO gap is 0.303 Ha. The calculation puts the HOMO energy at -7.9 eV. For the maximum force, the calculation gives 0.1970 Eh/bohr. The energy above the lowest of the compared OMol25 structures with the same formula, charge and spin comes out at 792.1 kcal/mol.

The geometry in ORCA input format:
```
! wB97M-V def2-TZVPD RIJCOSX def2/J DEFGRID3
* xyz 0 1
C 6.858 2.058 -4.553
C 7.358 1.907 -6.015
C 8.033 0.591 -5.998
O 7.612 -0.051 -4.785
C 7.594 0.953 -3.797
H 5.792 1.837 -4.507
H 7.108 3.020 -4.106
H 8.027 2.747 -6.203
H 6.546 2.036 -6.730
H 9.117 0.692 -5.958
H 7.824 0.038 -6.914
H 8.638 1.156 -3.559
H 7.212 0.599 -2.840
C 8.856 -3.134 -4.894
C 9.758 -2.785 -6.065
C 11.210 -3.098 -5.698
O 11.117 -4.106 -4.705
C 9.953 -3.732 -3.894
H 8.136 -3.921 -5.118
H 8.335 -2.215 -4.626
H 9.569 -1.773 -6.423
H 9.417 -3.457 -6.852
H 11.732 -2.259 -5.239
H 11.731 -3.335 -6.626
H 10.226 -3.070 -3.073
H 9.513 -4.537 -3.306
C 6.856 -5.234 -7.930
C 6.870 -6.759 -8.199
C 5.639 -7.229 -7.364
O 4.794 -6.152 -7.570
C 5.499 -4.944 -7.342
H 7.194 -4.685 -8.809
H 7.587 -5.001 -7.156
H 7.855 -7.172 -7.982
H 6.687 -6.926 -9.260
H 5.792 -7.379 -6.296
H 5.242 -8.162 -7.765
H 5.486 -4.819 -6.259
H 5.010 -4.023 -7.662
C 6.057 -1.670 -8.777
C 7.118 -2.791 -8.953
C 7.623 -2.914 -7.497
O 7.514 -1.648 -6.904
C 6.771 -0.795 -7.826
H 5.094 -1.841 -8.294
H 5.780 -1.105 -9.667
H 7.898 -2.518 -9.664
H 6.566 -3.624 -9.388
H 8.667 -3.224 -7.516
H 7.025 -3.682 -7.006
H 7.476 -0.163 -8.366
H 6.066 -0.132 -7.325
C 11.128 -3.227 -9.920
C 10.724 -1.765 -9.595
C 9.696 -1.866 -8.426
O 9.618 -3.240 -8.224
C 10.757 -3.932 -8.636
H 12.191 -3.281 -10.154
H 10.517 -3.507 -10.778
H 10.358 -1.312 -10.516
H 11.607 -1.208 -9.280
H 8.791 -1.265 -8.514
H 10.217 -1.495 -7.543
H 10.569 -4.977 -8.882
H 11.472 -3.882 -7.814
C 6.064 -3.342 -5.034
C 6.602 -1.924 -4.755
C 5.489 -0.941 -5.030
O 4.405 -1.718 -4.740
C 4.576 -3.067 -5.201
H 6.242 -4.010 -4.191
H 6.369 -3.862 -5.942
H 7.479 -1.740 -5.377
H 6.737 -1.865 -3.675
H 5.357 -0.682 -6.081
H 5.543 -0.083 -4.360
H 4.281 -3.060 -6.250
H 3.885 -3.649 -4.591
C 6.910 -1.691 -13.612
C 7.132 -2.573 -12.385
C 7.205 -1.719 -11.160
O 7.333 -0.440 -11.735
C 7.631 -0.453 -13.146
H 5.855 -1.550 -13.848
H 7.399 -2.078 -14.506
H 8.150 -2.964 -12.382
H 6.434 -3.410 -12.393
H 8.026 -1.930 -10.474
H 6.273 -1.798 -10.600
H 8.712 -0.423 -13.280
H 7.214 0.446 -13.597
C 4.106 -1.413 -10.698
C 3.616 -2.797 -10.339
C 2.138 -2.717 -10.353
O 1.822 -1.362 -10.187
C 2.830 -0.544 -10.826
H 4.477 -1.642 -11.697
H 4.880 -1.134 -9.983
H 3.971 -3.105 -9.355
H 3.900 -3.577 -11.046
H 1.535 -3.370 -9.722
H 1.827 -3.160 -11.299
H 2.861 0.454 -10.388
H 2.558 -0.388 -11.870
C 3.523 -0.667 -6.606
C 2.875 -0.410 -7.903
C 2.072 -1.562 -8.206
O 1.553 -1.942 -6.923
C 2.595 -1.718 -5.994
H 3.856 0.247 -6.114
H 4.449 -1.239 -6.667
H 3.557 -0.212 -8.731
H 2.324 0.525 -7.801
H 2.673 -2.326 -8.698
H 1.260 -1.251 -8.863
H 3.047 -2.692 -5.807
H 2.164 -1.260 -5.104
C 5.362 -5.063 -10.612
C 4.810 -5.402 -12.008
C 3.361 -5.438 -11.602
O 3.284 -6.028 -10.313
C 4.453 -5.769 -9.555
H 5.320 -4.013 -10.323
H 6.408 -5.349 -10.506
H 5.186 -6.310 -12.479
H 5.074 -4.566 -12.655
H 2.823 -6.155 -12.221
H 2.907 -4.449 -11.659
H 4.891 -6.715 -9.237
H 4.362 -5.101 -8.698
*
```

5.
Entry from the OMol25 dataset: the ion C7H16N4O with charge +2 (ωB97M-V/def2-TZVPD).

Its HOMO-LUMO gap is 0.355 Ha. The calculation puts the HOMO energy at -18.1 eV. For the maximum force, the calculation gives 0.0749 Eh/bohr. The energy above the lowest of the compared OMol25 structures with the same formula, charge and spin comes out at 20.9 kcal/mol.

The geometry in ORCA input format:
```
! wB97M-V def2-TZVPD RIJCOSX def2/J DEFGRID3
* xyz 2 1
C -2.736 -0.143 -0.064
C 1.084 0.170 -0.495
C 0.479 1.028 0.633
C 1.274 -1.274 -0.512
C 2.653 0.288 -0.477
C 0.699 2.600 0.432
C 1.248 -1.981 0.768
N -0.940 0.872 0.742
N -1.371 0.060 -0.084
N -3.353 0.018 1.073
N -3.241 -0.704 -1.160
O 1.263 -1.977 -1.548
H 0.577 0.449 -1.457
H 0.771 0.643 1.611
H 3.081 -0.553 0.126
H 2.842 1.266 0.009
H 2.936 0.242 -1.521
H 1.553 2.531 -0.148
H 0.754 3.044 1.390
H -0.099 2.935 -0.190
H 1.588 -1.435 1.625
H 1.708 -3.019 0.796
H 0.094 -2.044 1.071
H -3.009 0.420 2.016
H -4.295 -0.252 1.041
H -2.628 -0.708 -1.955
H -4.179 -0.855 -1.237
H 1.246 -1.620 -2.486
*
```

6.
Entry from the OMol25 dataset: a structure of composition Na10O16S4 (ωB97M-V/def2-TZVPD).

Its HOMO-LUMO gap is 0.081 Ha. The calculation puts the HOMO energy at -12.3 eV. For the maximum force, the calculation gives 0.1365 Eh/bohr.

The geometry in ORCA input format:
```
! wB97M-V def2-TZVPD RIJCOSX def2/J DEFGRID3
* xyz 2 1
Na -3.235 -0.367 0.154
Na 3.105 -1.522 0.411
Na 0.922 1.230 -2.876
Na 0.977 -4.103 1.134
Na -1.463 -3.572 -1.147
Na -0.101 0.602 2.114
Na -1.944 0.982 -2.557
Na 1.727 -3.087 -2.946
Na -1.877 -2.406 2.288
Na 2.290 1.734 0.334
S 3.482 -0.043 -2.564
O 3.050 -1.378 -2.164
O 2.979 1.001 -1.638
O 4.930 -0.037 -2.770
O 2.850 0.236 -3.854
S -1.131 2.696 -0.299
O -0.320 2.459 -1.478
O -1.408 4.121 -0.197
O -2.325 1.859 -0.282
O -0.247 2.403 0.840
S 0.174 -1.142 -0.453
O 0.770 -2.424 -0.836
O -0.985 -1.368 0.428
O 1.140 -0.335 0.317
O -0.285 -0.362 -1.601
S -2.638 0.583 3.943
O -2.414 -0.191 2.724
O -2.875 -0.402 5.010
O -1.395 1.332 4.198
O -3.755 1.505 3.765
*
```

7.
Entry from the OMol25 dataset: a cluster of 2 separate species, C3H10N2 in total (ωB97M-V/def2-TZVPD).

Its HOMO-LUMO gap is 0.381 Ha. Its structure (SMILES) is C=N.CCN. The calculation puts the HOMO energy at -9.1 eV. For the maximum force, the calculation gives 0.0469 Eh/bohr. The energy above the lowest of the compared OMol25 structures with the same formula, charge and spin comes out at 46.1 kcal/mol.

The geometry in ORCA input format:
```
! wB97M-V def2-TZVPD RIJCOSX def2/J DEFGRID3
* xyz 0 1
C -2.320 -0.771 -0.150
N -2.351 0.482 0.090
H -1.803 -1.039 -1.071
H -2.525 -1.421 0.708
H -3.068 0.715 0.776
C 1.185 0.622 1.144
C 1.939 -0.211 0.094
N 1.206 -0.156 -1.223
H 0.850 1.603 0.767
H 1.942 0.901 1.875
H 0.253 0.077 1.269
H 1.883 -1.259 0.365
H 2.933 0.209 -0.094
H 1.837 -0.609 -1.863
H 1.015 0.812 -1.459
*
```

8.
Entry from the OMol25 dataset: a structure of composition C20H19BF4NO2PY (ωB97M-V/def2-TZVPD).

Its HOMO-LUMO gap is 0.331 Ha. The calculation puts the HOMO energy at -12.0 eV. For the maximum force, the calculation gives 0.0076 Eh/bohr. The energy above the lowest of the compared OMol25 structures with the same formula, charge and spin comes out at 0.0 kcal/mol.

The geometry in ORCA input format:
```
! wB97M-V def2-TZVPD RIJCOSX def2/J DEFGRID3
* xyz 1 1
Y 0.187 0.080 -0.096
N -1.309 -1.011 -1.766
C -2.690 -0.558 -1.920
C -3.648 -1.460 -2.366
C -4.948 -1.041 -2.589
C -5.295 0.289 -2.388
C -4.346 1.183 -1.929
C -3.038 0.769 -1.668
P -1.829 1.912 -0.947
C -1.713 3.333 -2.047
C -2.589 4.411 -1.939
C -2.504 5.459 -2.842
C -1.550 5.433 -3.849
C -0.671 4.364 -3.954
C -0.746 3.315 -3.051
C -2.550 2.485 0.614
C -3.660 1.894 1.211
C -4.086 2.330 2.459
C -3.412 3.350 3.112
C -2.299 3.936 2.522
C -1.863 3.502 1.282
H -1.321 -2.004 -1.536
H -0.855 -0.943 -2.678
H -3.367 -2.490 -2.552
H -5.688 -1.750 -2.934
H -6.305 0.622 -2.582
H -4.620 2.217 -1.759
H -3.329 4.437 -1.148
H -3.183 6.296 -2.756
H -1.485 6.254 -4.550
H 0.081 4.352 -4.731
H -0.044 2.492 -3.125
H -4.199 1.098 0.715
H -4.955 1.874 2.915
H -3.753 3.691 4.081
H -1.767 4.729 3.029
H -0.993 3.965 0.830
F 3.848 0.944 -1.361
B 2.633 0.691 -0.923
F 1.689 0.176 -1.927
F 1.894 1.786 -0.365
F 2.507 -0.324 0.106
C -1.036 -1.329 3.544
C -0.564 -0.825 2.223
O -0.054 0.334 2.107
O -0.688 -1.551 1.176
H -0.709 -0.673 4.344
H -0.677 -2.345 3.697
H -2.127 -1.369 3.524
*
```

Copy entry 1 word for word.
Entry from the OMol25 dataset: a cluster of 4 separate species, C2H13NO4 in total (ωB97M-V/def2-TZVPD).

Its HOMO-LUMO gap is 0.339 Ha. Its structure (SMILES) is CNCO.O.O.O. The calculation puts the HOMO energy at -8.6 eV. For the maximum force, the calculation gives 0.0340 Eh/bohr. The energy above the lowest of the compared OMol25 structures with the same formula, charge and spin comes out at 35.1 kcal/mol.

The geometry in ORCA input format:
```
! wB97M-V def2-TZVPD RIJCOSX def2/J DEFGRID3
* xyz 0 1
C 0.811 -0.124 -2.689
N 0.270 0.106 -1.361
C 0.707 -0.552 -0.167
O 2.109 -0.459 -0.062
H 0.047 -0.028 -3.474
H 1.476 0.700 -2.985
H 1.217 -1.135 -2.739
H -0.683 0.421 -1.209
H 0.440 -1.622 -0.184
H 0.234 -0.027 0.652
H 2.273 0.443 -0.371
H -2.829 3.341 -1.629
H -1.476 3.689 -1.148
O -1.988 2.917 -1.417
H -3.277 -2.696 4.181
H -4.671 -2.287 4.385
O -3.919 -2.044 3.816
H 3.175 -0.593 1.421
H 2.747 0.332 2.614
O 3.337 -0.383 2.366
*
```

> Look up the maximum force of the first one.

0.0340 Eh/bohr